1.
{
  "formula": "C19H30N4O6S",
  "method": "ωB97M-V with the def2-TZVPD basis set",
  "smiles": "CCOC(=O)N1CCC(NC(=O)C2CCN(S(=O)(=O)c3c(C)noc3C)CC2)CC1",
  "mol_weight_g_mol": 442.5,
  "de_lowest_kcal_mol": 0.0,
  "e_lumo_ev": 0.50,
  "spin_multiplicity": 1,
  "symbols": ["C", "C", "O", "C", "O", "N", "C", "C", "C", "N", "C", "O", "C", "C", "C", "N", "S", "O", "O", "C", "C", "C", "N", "O", "C", "C", "C", "C", "C", "C", "H", "H", "H", "H", "H", "H", "H", "H", "H", "H", "H", "H", "H", "H", "H", "H", "H", "H", "H", "H", "H", "H", "H", "H", "H", "H", "H", "H", "H", "H"],
  "coordinates": [[4.5221, 3.8932, 0.3236], [5.2868, 2.6015, 0.5784], [4.4074, 1.4853, 0.6829], [4.0113, 0.9386, -0.4965], [4.4086, 1.3145, -1.5754], [3.1355, -0.0713, -0.3196], [2.6309, -0.5099, 0.9608], [2.8529, -2.0143, 1.1220], [2.1989, -2.7838, -0.0355], [0.7591, -2.6575, 0.0168], [-0.0477, -3.5408, 0.6342], [0.3251, -4.6009, 1.0908], [-1.5060, -3.0631, 0.7111], [-2.0571, -2.8426, -0.7077], [-3.3237, -1.9917, -0.7036], [-3.0990, -0.7423, 0.0020], [-2.0402, 0.2767, -0.8039], [-2.4514, 0.3146, -2.1715], [-0.6453, -0.0185, -0.5503], [-2.4083, 1.8197, -0.0408], [-3.6980, 2.4258, 0.0103], [-4.9508, 1.8637, -0.5352], [-3.6167, 3.5769, 0.6155], [-2.3178, 3.7717, 0.9646], [-1.5809, 2.7263, 0.5708], [-0.1242, 2.7243, 0.8262], [-2.7998, -0.9636, 1.4011], [-1.5446, -1.8109, 1.6089], [2.7336, -2.2482, -1.3663], [2.5507, -0.7327, -1.4677], [3.7840, 4.0553, 1.1060], [4.0163, 3.8346, -0.6369], [5.2141, 4.7303, 0.3075], [5.9987, 2.4208, -0.2331], [5.8128, 2.6366, 1.5351], [1.5586, -0.2820, 1.0124], [3.1443, 0.0381, 1.7495], [3.9232, -2.2244, 1.1274], [2.4299, -2.3513, 2.0691], [2.4199, -3.8520, 0.0677], [0.3799, -1.7689, -0.2814], [-2.0891, -3.8559, 1.1899], [-1.3240, -2.3306, -1.3323], [-2.2620, -3.8131, -1.1625], [-4.1531, -2.5072, -0.2115], [-3.6137, -1.7336, -1.7227], [-5.7420, 2.6054, -0.4828], [-4.7836, 1.5575, -1.5660], [-5.2359, 0.9797, 0.0324], [0.3178, 1.8494, 0.3593], [0.3241, 3.6269, 0.4150], [0.0714, 2.7121, 1.8976], [-3.6754, -1.4489, 1.8432], [-2.6742, 0.0151, 1.8718], [-1.4871, -2.1223, 2.6534], [-0.6813, -1.1794, 1.4048], [3.7955, -2.4881, -1.4361], [2.2171, -2.7302, -2.1968], [1.4867, -0.4726, -1.5227], [3.0486, -0.3453, -2.3579]]
}



2.
{
  "formula": "C19H30N4OS",
  "method": "ωB97M-V with the def2-TZVPD basis set",
  "smiles": "CCCn1ncc(CN2CCN(Cc3ccsc3)[C@H](CCO)C2)c1C",
  "mol_weight_g_mol": 362.5,
  "de_lowest_kcal_mol": 0.0,
  "e_lumo_ev": 0.75,
  "spin_multiplicity": 1,
  "symbols": ["C", "C", "C", "N", "N", "C", "C", "C", "N", "C", "C", "N", "C", "C", "C", "C", "S", "C", "C", "C", "C", "O", "C", "C", "C", "H", "H", "H", "H", "H", "H", "H", "H", "H", "H", "H", "H", "H", "H", "H", "H", "H", "H", "H", "H", "H", "H", "H", "H", "H", "H", "H", "H", "H", "H"],
  "coordinates": [[6.2977, 0.4588, -0.3285], [5.9255, 1.5251, 0.6938], [4.4479, 1.9199, 0.6072], [3.5928, 0.8224, 0.9716], [3.5510, 0.4216, 2.2417], [2.7271, -0.6069, 2.2745], [2.2235, -0.8904, 0.9966], [1.2667, -1.9633, 0.5977], [0.0988, -1.4011, -0.0651], [-0.7451, -2.4172, -0.6616], [-1.8579, -1.7272, -1.4562], [-2.6606, -0.8185, -0.6612], [-3.6576, -1.4755, 0.1718], [-4.7002, -0.4861, 0.5956], [-5.4964, 0.2441, -0.3282], [-6.3621, 1.0921, 0.2794], [-6.2340, 1.0281, 1.9932], [-4.9912, -0.1554, 1.8819], [-1.8215, 0.1213, 0.0760], [-1.2363, 1.1892, -0.8593], [-2.2865, 1.8241, -1.7753], [-3.2809, 2.5317, -1.0756], [-0.6890, -0.5836, 0.8381], [2.8086, 0.0604, 0.1751], [2.6356, 0.2796, -1.2834], [6.1302, 0.8210, -1.3412], [5.7032, -0.4392, -0.1754], [7.3469, 0.1918, -0.2311], [6.5335, 2.4175, 0.5366], [6.1172, 1.1515, 1.7006], [4.2546, 2.7426, 1.3021], [4.1958, 2.2388, -0.4056], [2.5227, -1.1099, 3.1991], [1.7497, -2.6435, -0.1136], [0.9876, -2.5512, 1.4914], [-0.1410, -3.0276, -1.3382], [-1.1831, -3.0868, 0.1033], [-2.5135, -2.4754, -1.9078], [-1.3991, -1.1456, -2.2598], [-4.1353, -2.2488, -0.4382], [-3.2353, -1.9621, 1.0657], [-5.4169, 0.1229, -1.3932], [-7.0725, 1.7561, -0.1704], [-4.5536, -0.5436, 2.7805], [-2.4632, 0.6202, 0.8117], [-0.4519, 0.7448, -1.4697], [-0.7873, 1.9691, -0.2421], [-2.7416, 1.0466, -2.4023], [-1.8055, 2.5613, -2.4238], [-3.7965, 1.8939, -0.5671], [-0.0351, 0.1648, 1.2896], [-1.1152, -1.1964, 1.6561], [1.8922, -0.4215, -1.6508], [2.2866, 1.2924, -1.4854], [3.5707, 0.1229, -1.8209]]
}